Record 1
{
  "formula": "C5H8O",
  "method": "the ωB97M-V functional and the def2-TZVPD basis",
  "gap_ev": 8.21,
  "elements": ["C", "C", "C", "C", "O", "C", "H", "H", "H", "H", "H", "H", "H", "H"],
  "xyz": [[1.37134, -0.01948, -0.50817], [0.52955, 0.34046, 0.68989], [-0.83042, 0.99146, 0.46460], [-1.62830, 0.26643, -0.62098], [-0.72235, -1.26048, -0.57736], [0.50710, -1.04419, 0.13728], [1.06079, 0.34106, -1.48518], [2.44413, -0.11400, -0.36857], [1.03691, 0.52302, 1.63398], [-0.72151, 2.04728, 0.17575], [-1.35892, 0.98049, 1.42878], [-1.22212, 0.57524, -1.59800], [-1.36487, -1.69703, 0.00029], [0.89867, -1.93026, 0.62768]],
  "atomic_forces_ev_per_a": [[0.10, 0.03, -0.14], [-0.01, 0.01, 0.11], [-0.10, 0.04, 0.12], [0.38, 0.11, -0.06], [-0.23, 0.03, 0.13], [0.11, -0.02, 0.05], [0.01, -0.04, 0.16], [-0.19, -0.01, -0.02], [-0.08, -0.02, -0.16], [-0.04, -0.14, -0.01], [0.07, -0.01, -0.16], [-0.02, -0.09, 0.16], [0.10, -0.04, -0.09], [-0.10, 0.15, -0.09]]
}

=====

Record 2
{
  "formula": "C33H47BN4O2P2Pt",
  "method": "the ωB97M-V functional and the def2-TZVPD basis",
  "gap_ev": [5.25, 7.20],
  "s_squared": 2.006,
  "spin_multiplicity": 3,
  "elements": ["Pt", "C", "C", "C", "C", "C", "C", "C", "C", "C", "H", "H", "H", "H", "H", "H", "H", "H", "H", "H", "H", "H", "H", "H", "H", "P", "P", "N", "N", "N", "N", "C", "C", "C", "C", "C", "C", "C", "C", "C", "C", "C", "C", "C", "C", "C", "C", "C", "C", "H", "H", "H", "H", "H", "H", "H", "H", "H", "H", "H", "H", "H", "H", "H", "H", "H", "H", "H", "H", "C", "C", "C", "O", "B", "O", "C", "C", "C", "H", "H", "H", "H", "H", "H", "H", "H", "H", "H", "H", "H"],
  "xyz": [[0.41614, 2.56047, 2.25925], [-1.91071, -1.41860, 2.58731], [-0.75443, -0.85483, 2.22816], [-0.09936, -1.18110, 0.93363], [-0.19468, -0.30078, -0.33659], [-1.52586, 0.35521, -0.78367], [-2.76541, -0.06401, -0.51724], [-3.24206, -1.29824, 0.23414], [-3.17814, -1.48702, 1.80302], [-0.81066, 3.86213, 1.30040], [-1.91641, -1.97259, 3.54556], [-0.18534, -0.10577, 2.84374], [-0.47770, -2.15819, 0.61308], [0.96677, -1.27441, 1.21049], [0.55981, 0.51811, -0.18946], [0.06233, -1.04956, -1.12226], [-1.37315, 1.45810, -0.98377], [-3.63532, 0.58535, -0.82320], [-2.81014, -2.20229, -0.22539], [-4.33605, -1.27271, 0.05175], [-3.93491, -0.85628, 2.31016], [-3.52205, -2.51679, 1.97975], [-1.86476, 3.54734, 1.10134], [-0.30071, 4.32540, 0.44404], [-0.85307, 4.60101, 2.15390], [0.91124, 0.91643, -3.00562], [2.36462, -1.93154, -0.69416], [-0.33619, 0.59245, -4.20869], [1.95960, 1.77051, -4.13654], [1.86310, -3.45086, -1.29242], [4.17789, -2.51276, -0.70960], [1.62838, -0.76036, -3.32428], [2.71168, -1.12722, -2.32198], [-1.49808, 1.34664, -4.36580], [-2.07266, 1.03368, -5.57603], [-1.23526, 0.08303, -6.22196], [-0.19859, -0.19492, -5.36483], [2.38273, 3.10718, -3.98313], [3.24361, 3.39116, -5.03488], [3.31221, 2.21909, -5.89066], [2.50220, 1.25261, -5.32114], [0.86096, -4.36966, -0.86660], [0.54254, -5.16335, -1.97135], [1.46660, -4.86286, -3.03333], [2.24275, -3.80443, -2.59633], [4.84874, -3.70418, -0.98428], [6.20649, -3.56272, -0.65062], [6.39274, -2.17234, -0.31359], [5.15738, -1.55097, -0.45504], [2.14915, -0.80131, -4.29233], [0.84541, -1.51099, -3.45300], [3.47551, -1.67976, -2.88647], [3.26510, -0.22279, -1.99635], [-1.84438, 1.93658, -3.53120], [-3.01152, 1.39956, -5.94525], [-1.36355, -0.39874, -7.15950], [0.56505, -0.94267, -5.43322], [2.05253, 3.71538, -3.14928], [3.80609, 4.30969, -5.19865], [3.88092, 2.06555, -6.79449], [2.30541, 0.24237, -5.65889], [0.49420, -4.40154, 0.16272], [-0.29418, -5.82306, -2.09312], [1.61436, -5.29301, -4.01674], [2.93506, -3.22014, -3.18157], [4.37333, -4.52925, -1.46033], [6.95332, -4.34970, -0.64124], [7.30706, -1.69561, -0.01417], [4.90221, -0.50956, -0.44865], [-2.76659, 3.78459, 6.19123], [-2.00313, 2.58488, 5.58168], [-1.27252, 2.09314, 6.83167], [-1.10102, 3.08581, 4.60860], [-1.18791, 2.27671, 3.47144], [-2.35175, 1.47032, 3.52853], [-2.89119, 1.54829, 4.81092], [-2.96143, 0.21890, 5.52274], [-4.33746, 2.06050, 4.67954], [-3.30462, 3.44452, 7.10901], [-3.50199, 4.24956, 5.51112], [-2.05938, 4.58707, 6.52014], [-0.52793, 2.83334, 7.19865], [-2.02250, 1.96642, 7.63531], [-0.74452, 1.14472, 6.66135], [-3.29005, 0.26711, 6.57616], [-3.69720, -0.43252, 5.03917], [-2.04330, -0.31561, 5.53706], [-4.35664, 2.88882, 3.97470], [-4.96687, 1.25615, 4.24342], [-4.77190, 2.35173, 5.66401]],
  "atomic_forces_ev_per_a": [[-1.58, -0.41, -0.39], [-4.20, -2.40, 1.89], [4.94, 3.43, -1.68], [0.07, -0.81, 0.91], [-0.42, 0.43, 0.23], [0.73, 1.13, 1.87], [-0.62, 0.79, 0.43], [-0.44, -0.23, 0.04], [-0.30, 0.35, 0.10], [-0.28, 0.65, 1.61], [-0.15, -0.21, -0.62], [-0.88, -0.32, -0.52], [0.18, -0.24, 0.22], [-0.50, -0.02, -0.54], [-0.59, -0.78, -0.65], [0.32, 0.85, 0.02], [-0.40, -1.43, -0.59], [1.21, -0.44, 0.30], [-0.22, 0.19, 0.09], [0.58, -0.63, -0.05], [0.05, 0.07, -0.39], [-0.24, 0.21, -0.19], [1.04, -0.03, -0.13], [-0.21, -0.32, 0.08], [-0.17, -0.18, -1.10], [-0.13, -0.44, -2.89], [3.62, -1.82, -1.13], [-0.96, -0.02, -0.37], [0.38, 0.39, 0.13], [-0.67, -1.27, -0.95], [0.40, 1.35, -0.42], [0.56, -0.24, 0.42], [0.68, 0.97, -0.15], [0.27, -0.66, -0.21], [0.23, 0.24, 0.43], [0.63, -0.06, 1.22], [-0.79, 0.62, 0.35], [0.82, -0.99, -1.19], [-0.30, -0.53, 0.01], [-0.85, -0.11, 1.24], [0.72, 1.35, 0.27], [0.00, 0.28, -1.63], [0.87, 0.60, 0.55], [0.53, 1.36, 0.85], [-1.50, -1.19, -0.14], [0.92, 0.62, 1.23], [-1.40, 1.00, -0.20], [-1.03, -0.45, -0.49], [0.37, -1.39, 0.71], [-0.36, 0.32, 0.56], [-0.08, 0.03, 0.65], [-0.12, 0.24, 0.76], [-0.28, -0.07, -0.23], [-0.01, 0.18, -0.20], [-0.11, 0.17, -0.03], [-0.25, -0.19, -0.54], [-0.01, 0.08, -0.28], [0.07, -0.23, -0.14], [-0.38, -0.24, 0.14], [0.00, 0.22, 0.04], [0.07, 0.61, -0.02], [0.09, 0.30, -0.61], [0.02, -0.45, 0.46], [-0.44, -0.13, 0.23], [-0.06, -0.56, 0.34], [-0.45, -0.49, 0.28], [-0.20, 0.22, -0.21], [0.15, 0.10, -0.11], [-0.05, 0.24, 0.47], [-0.60, 0.76, 0.11], [-0.53, 1.60, 1.59], [0.69, -0.74, 0.19], [0.31, -0.89, -0.71], [-0.06, 0.33, 0.57], [2.21, 0.11, -1.28], [-1.57, 0.93, 1.85], [-0.88, -0.80, 0.23], [-0.46, -0.54, -0.01], [0.21, 0.37, -0.78], [0.44, -0.16, 0.27], [-0.37, -0.79, -0.37], [-0.54, -0.34, -0.47], [0.58, -0.23, -0.36], [-0.06, 0.20, 0.16], [0.09, 0.47, -0.45], [0.13, 0.09, -0.15], [1.00, -0.37, -0.13], [-0.12, 0.21, 0.15], [0.35, 0.42, 0.25], [0.29, -0.22, -0.82]]
}

=====

Record 3
{
  "formula": "C21H29Ge2N4NiO7P2",
  "method": "the ωB97M-V functional and the def2-TZVPD basis",
  "gap_ev": [7.84, 6.41],
  "s_squared": 3.760,
  "spin_multiplicity": 4,
  "elements": ["Ni", "N", "C", "C", "P", "O", "O", "O", "P", "O", "O", "O", "H", "H", "H", "H", "H", "H", "H", "H", "N", "C", "O", "C", "C", "N", "C", "N", "H", "H", "C", "Ge", "C", "C", "Ge", "C", "C", "C", "C", "C", "C", "C", "C", "C", "C", "C", "C", "H", "H", "H", "H", "H", "H", "H", "H", "H", "H", "H", "H", "H", "H", "H", "H", "H", "H", "H"],
  "xyz": [[0.87995, 0.68413, -0.42878], [2.23946, 1.24840, -3.54635], [1.42066, 2.46901, -3.19866], [1.56006, 3.45672, -4.35348], [2.25912, 3.13948, -1.68003], [1.76968, 4.65324, -1.58676], [3.69666, 3.02797, -1.97117], [1.64888, 2.41270, -0.47869], [-0.34421, 1.94683, -3.01262], [-0.96699, 3.30271, -2.39371], [-0.89990, 1.61248, -4.33475], [-0.39603, 0.89083, -1.91304], [3.22729, 1.53342, -3.52809], [1.97913, 0.89921, -4.46937], [2.13227, 0.48179, -2.83326], [2.60466, 3.75012, -4.47668], [0.98438, 4.35515, -4.14492], [1.17883, 3.01446, -5.27561], [0.87679, 4.71571, -1.22336], [-1.64460, 3.66756, -2.97530], [0.33203, -1.91718, -2.03126], [1.59764, -1.74467, -1.59872], [2.03267, -0.52061, -1.46430], [2.41238, -2.83290, -1.29922], [1.82470, -4.11851, -1.30744], [1.26381, -5.12708, -1.26485], [3.75408, -2.64792, -0.89218], [4.84897, -2.51630, -0.55772], [-0.06738, -2.83863, -2.09723], [-0.24780, -1.09578, -2.15392], [-2.62966, -3.13579, 2.92971], [-2.74874, -2.24069, 1.18270], [-2.37417, -3.52754, -0.24438], [-4.52128, -1.45668, 0.92653], [-1.12825, -0.43423, 1.20562], [0.68011, -1.01231, 1.63570], [0.95397, -2.38546, 1.68056], [2.20618, -2.84603, 2.03241], [3.22755, -1.95039, 2.30456], [2.99055, -0.58711, 2.23157], [1.72308, -0.11153, 1.90280], [-1.63656, 1.16916, 2.18720], [-1.07599, 2.41889, 1.92882], [-1.45492, 3.53230, 2.66659], [-2.41151, 3.41528, 3.66373], [-2.99126, 2.18034, 3.92111], [-2.60597, 1.06801, 3.18755], [-3.43420, -3.86913, 3.01439], [-2.71976, -2.43519, 3.75911], [-1.68113, -3.66306, 3.03184], [-2.98226, -4.41958, -0.08513], [-1.33061, -3.83956, -0.27445], [-2.64394, -3.10640, -1.21360], [-5.25696, -2.25205, 0.79850], [-4.54154, -0.82551, 0.03853], [-4.81411, -0.85195, 1.78464], [0.18224, -3.10770, 1.44157], [2.39569, -3.91159, 2.06468], [4.21643, -2.31509, 2.54516], [3.79542, 0.11417, 2.40802], [1.52312, 0.96050, 1.90489], [-0.34366, 2.55128, 1.13811], [-1.00389, 4.49376, 2.45601], [-2.70871, 4.28448, 4.23579], [-3.74236, 2.08168, 4.69434], [-3.07008, 0.11237, 3.40625]],
  "atomic_forces_ev_per_a": [[-0.08, -0.37, -0.16], [0.00, -0.02, -0.02], [-0.10, 0.03, 0.08], [0.02, -0.02, -0.01], [-0.18, -0.07, -0.03], [0.03, 0.00, -0.01], [0.07, -0.01, -0.02], [0.08, 0.10, 0.13], [0.06, 0.11, -0.02], [0.03, -0.01, 0.06], [0.00, -0.03, -0.02], [0.07, 0.06, 0.00], [0.01, 0.02, 0.04], [-0.01, -0.03, 0.02], [0.02, -0.01, -0.02], [-0.01, 0.01, -0.01], [0.00, 0.00, 0.00], [0.01, 0.01, 0.00], [-0.03, -0.01, -0.01], [0.00, -0.01, -0.04], [-0.03, 0.11, 0.14], [0.07, -0.04, 0.01], [-0.03, -0.07, 0.04], [-0.15, 0.12, -0.21], [0.06, -0.18, 0.16], [-0.03, 0.05, -0.08], [0.10, 0.00, 0.01], [-0.01, 0.01, 0.02], [0.03, 0.00, -0.02], [-0.01, -0.04, -0.09], [-0.06, -0.09, -0.05], [0.02, -0.08, 0.12], [-0.03, 0.02, -0.02], [-0.02, 0.00, 0.00], [-0.18, 0.16, -0.19], [0.17, -0.02, 0.08], [-0.14, 0.07, -0.10], [0.07, -0.14, 0.03], [0.12, 0.10, 0.04], [-0.07, 0.29, -0.15], [0.01, -0.21, 0.13], [-0.04, -0.07, 0.10], [0.00, 0.06, 0.01], [0.02, 0.01, -0.03], [-0.02, -0.03, 0.01], [0.01, 0.03, 0.00], [-0.02, 0.04, 0.01], [0.01, 0.01, -0.01], [0.00, 0.05, -0.03], [0.01, 0.03, -0.02], [-0.01, 0.02, 0.01], [0.02, 0.00, 0.05], [0.01, 0.02, 0.00], [0.01, -0.01, 0.01], [0.02, 0.00, 0.00], [0.02, 0.00, -0.01], [-0.04, 0.02, -0.01], [0.00, 0.00, 0.00], [0.01, 0.02, -0.02], [-0.01, 0.00, 0.04], [0.13, 0.01, 0.11], [0.01, -0.01, 0.00], [0.00, 0.00, 0.01], [0.00, 0.00, 0.00], [0.00, 0.01, 0.00], [0.02, -0.01, -0.01]]
}

=====

The relative energy (zero: lowest compared OMol25 entry of this formula, charge and spin) results, record by record, are as follows: 469.40; 498.14; 31.09 kJ/mol.